Computed, not measured: C45H56BN16O4S5Sr as an isolated structure in a non-equilibrium geometry, with ωB97M-V/def2-TZVPD.

```
128
Properties=species:S:1:pos:R:3:forces:R:3:lowdin_charge:R:1
Sr 1.1077 0.3864 -2.8960 0.619 0.637 -1.007 1.11
C 5.1242 0.2389 1.3360 -0.138 -0.177 0.063 -0.08
C 5.2863 -1.2679 1.5101 0.189 0.146 0.059 -0.53
C 6.0566 -1.7707 0.2847 -0.081 -0.081 -0.002 -0.03
C 6.0556 -1.5311 2.8114 -0.087 0.013 -0.080 -0.03
N 4.0107 -2.0401 1.5993 -0.434 -0.169 -0.027 0.01
C 4.1018 -3.4244 1.5897 0.137 -0.182 0.047 -0.07
C 2.8810 -3.9209 1.8060 0.017 -0.086 0.182 -0.12
N 1.9981 -2.8733 1.9546 0.368 0.169 -0.009 0.04
B 0.5354 -3.2601 2.3236 -0.050 0.228 -0.237 -0.58
N -0.2118 -2.0673 2.9929 -0.329 0.190 0.073 0.02
C 0.2602 -1.6883 4.2291 0.016 -0.191 0.147 -0.11
C -0.4312 -0.6226 4.6504 0.175 0.053 0.214 -0.07
N -1.3464 -0.3035 3.6645 0.178 -0.270 -0.145 0.00
C -1.2117 -1.2168 2.6425 0.079 0.094 0.086 -0.69
S -2.1813 -1.2964 1.2463 0.095 0.244 -0.346 0.66
C -2.3060 0.8226 3.7776 -0.202 0.042 -0.154 -0.53
C -3.7244 0.2606 3.9141 0.094 -0.061 0.079 -0.04
C -2.1939 1.7556 2.5638 0.141 -0.185 0.169 -0.04
C -1.9760 1.6385 5.0265 0.056 -0.072 0.016 -0.05
N -0.2854 -3.9225 1.1717 -0.031 -0.171 -0.460 0.04
C -1.5347 -4.3944 1.5120 0.017 -0.111 0.221 -0.13
C -2.0450 -5.0724 0.4785 -0.128 -0.134 0.051 -0.07
N -1.1093 -5.0461 -0.5438 0.142 0.381 0.288 0.00
C -0.0156 -4.3228 -0.1081 -0.290 -0.170 0.216 -0.63
S 1.4119 -4.0635 -0.9936 0.101 0.139 0.032 0.73
C -1.2866 -5.7727 -1.8268 0.186 -0.146 -0.304 -0.55
C -2.6763 -6.4088 -1.8536 0.017 0.037 0.118 -0.07
C -0.2361 -6.8828 -1.9367 -0.042 0.036 0.080 -0.05
C -1.1745 -4.8235 -3.0238 0.023 -0.028 0.107 -0.05
C 2.6987 -1.7068 1.8351 0.093 -0.357 -0.093 -0.62
S 2.0395 -0.1453 2.0037 0.164 0.302 0.068 0.72
H 6.1225 0.6784 1.2883 -0.006 -0.068 -0.077 0.10
H 4.5824 0.6873 2.1591 -0.076 0.085 0.039 0.04
H 4.6080 0.4504 0.4015 0.242 -0.179 0.103 0.04
H 6.9578 -1.1727 0.1548 0.043 -0.001 0.042 0.09
H 5.4442 -1.6483 -0.6091 0.003 -0.029 -0.062 0.06
H 6.3538 -2.8162 0.3662 0.032 0.056 -0.014 0.07
H 7.0145 -1.0126 2.7865 0.019 -0.002 -0.014 0.08
H 6.2398 -2.5967 2.9543 0.016 0.027 0.017 0.08
H 5.4795 -1.1592 3.6610 0.021 -0.016 0.015 0.09
H 5.0294 -3.9376 1.4259 -0.038 -0.003 -0.027 0.11
H 2.5491 -4.9406 1.8697 0.007 -0.014 -0.057 0.12
H 0.6198 -4.1037 3.1889 0.068 -0.025 0.034 0.12
H 1.0720 -2.2151 4.6978 0.009 0.006 0.008 0.13
H -0.3132 -0.0556 5.5528 -0.003 -0.015 -0.044 0.11
H -3.9786 -0.3354 3.0399 -0.002 0.002 -0.020 0.04
H -4.4444 1.0757 4.0037 0.117 -0.041 0.075 0.07
H -3.7968 -0.3708 4.8025 0.035 0.009 0.031 0.09
H -2.6672 1.3151 1.6926 0.127 -0.048 0.003 0.03
H -1.1441 1.9466 2.3329 0.034 0.024 0.024 0.10
H -2.6890 2.7005 2.7989 0.150 -0.104 0.093 0.07
H -2.0840 1.0452 5.9355 -0.010 0.041 0.019 0.08
H -2.6740 2.4725 5.0858 -0.017 0.001 -0.021 0.09
H -0.9633 2.0429 4.9793 -0.021 0.026 0.017 0.09
H -1.9674 -4.2055 2.4777 0.016 0.071 0.002 0.12
H -3.0009 -5.5501 0.3888 0.044 0.024 0.016 0.10
H -2.8010 -7.1375 -1.0509 -0.036 0.000 -0.023 0.08
H -2.7960 -6.9319 -2.8008 0.033 0.010 -0.023 0.09
H -3.4601 -5.6524 -1.7803 -0.028 -0.035 -0.026 0.09
H -0.3389 -7.5915 -1.1117 -0.018 -0.002 -0.004 0.09
H 0.7635 -6.4565 -1.9146 0.026 -0.015 0.006 0.03
H -0.3666 -7.4187 -2.8782 -0.035 -0.002 -0.005 0.09
H -1.7635 -3.9224 -2.8555 -0.009 0.058 -0.018 0.09
H -1.5417 -5.3229 -3.9223 -0.013 -0.025 0.036 0.09
H -0.1393 -4.5467 -3.1871 0.053 0.132 -0.023 0.04
S 3.8634 -0.2870 -2.8480 0.114 0.151 0.219 0.49
C 3.9906 -1.3280 -4.2356 -0.392 -0.055 -0.446 -0.78
C 5.2747 -1.9442 -4.3397 0.514 -0.255 0.004 -0.33
N 6.3361 -2.3953 -4.3605 -0.130 0.015 -0.033 0.14
C 3.0626 -1.6004 -5.2098 0.356 0.249 0.524 -0.78
S 1.4510 -0.9674 -5.4077 -0.034 -0.003 -0.343 0.47
C 3.4493 -2.5082 -6.2421 0.139 -0.347 -0.381 -0.33
N 3.7201 -3.2364 -7.0940 -0.017 0.061 0.072 0.14
C 2.2007 5.4603 -1.0963 -0.145 0.050 0.059 -0.07
N 1.9809 4.5345 -2.1924 -0.188 -0.196 0.023 -0.11
C 1.2622 3.4127 -2.1822 0.001 0.148 -0.077 -0.18
N 1.3566 2.8110 -3.3515 -0.109 0.781 -0.357 -0.05
C 2.1719 3.6315 -4.0649 -0.027 0.198 0.227 -0.18
N 2.5656 4.6910 -3.3961 0.174 0.106 -0.164 0.12
C 0.9735 6.2928 -0.7992 0.078 -0.034 -0.069 -0.18
C 0.9063 7.6305 -1.1674 -0.021 -0.021 0.067 -0.03
C -0.2193 8.3862 -0.8673 0.036 0.076 -0.014 -0.06
C -1.2916 7.8144 -0.2065 -0.080 -0.124 0.050 -0.02
C -1.2445 6.4654 0.1338 0.185 -0.050 -0.199 -0.14
C -0.1147 5.7095 -0.1641 -0.034 0.105 0.045 0.03
C -2.3780 5.8212 0.7874 -0.475 -0.057 0.420 -0.29
N -3.1180 6.2445 1.7597 0.538 0.361 -0.237 0.11
N -4.0240 5.2536 2.0312 -0.434 -0.600 -0.042 0.11
C -3.7907 4.2854 1.2022 0.098 0.730 0.181 -0.31
O -2.7528 4.5842 0.3813 0.110 -0.215 -0.097 0.14
C -4.4911 3.0242 1.0375 -0.399 -0.296 -0.385 -0.17
C -5.3510 2.5491 2.0239 0.029 0.290 -0.230 -0.04
C -5.9884 1.3366 1.8380 -0.158 0.016 -0.088 -0.08
C -5.8000 0.6093 0.6718 0.010 0.046 -0.018 -0.03
C -4.9604 1.0897 -0.3262 0.018 -0.011 -0.025 -0.18
C -4.8092 0.3256 -1.6257 -0.120 0.059 0.210 -0.07
N -3.5914 0.6536 -2.3273 0.255 -0.149 -0.056 -0.13
C -2.3501 0.1998 -2.1160 -0.080 -0.047 0.031 -0.13
N -1.5087 0.8368 -2.9025 0.050 0.213 -0.191 0.02
C -2.3022 1.6918 -3.5962 -0.177 -0.054 0.173 -0.20
N -3.5733 1.6154 -3.2742 -0.102 0.180 -0.135 0.11
C -4.2993 2.2911 -0.1335 -0.048 0.180 0.110 0.03
H 3.0379 6.0907 -1.3836 0.027 -0.048 -0.004 0.13
H 2.4829 4.8654 -0.2265 0.070 0.034 -0.017 0.13
H 0.6927 3.0415 -1.3449 0.146 0.034 0.112 0.12
H 2.4696 3.4419 -5.0820 0.030 -0.043 0.013 0.12
H 1.7390 8.0856 -1.6892 0.020 -0.010 0.006 0.12
H -0.2600 9.4271 -1.1599 -0.001 0.007 0.018 0.11
H -2.1780 8.3852 0.0349 0.017 0.039 -0.008 0.12
H -0.0813 4.6645 0.1213 -0.023 0.013 0.042 0.12
H -5.5008 3.1376 2.9190 0.018 -0.036 0.055 0.12
H -6.6331 0.9472 2.6150 -0.017 -0.009 -0.012 0.11
H -6.3089 -0.3380 0.5389 0.035 -0.025 0.016 0.12
H -5.6274 0.5828 -2.2987 0.013 -0.077 -0.023 0.13
H -4.8332 -0.7483 -1.4398 0.031 0.009 0.004 0.13
H -2.0904 -0.5705 -1.4057 -0.067 -0.057 0.067 0.08
H -1.9355 2.3739 -4.3450 0.010 -0.004 -0.010 0.11
H -3.6378 2.6825 -0.8949 0.007 -0.040 -0.025 0.12
O 3.4555 2.2350 -0.6966 -0.052 -0.172 0.101 -0.09
H 3.4298 1.5774 0.0197 -0.184 0.374 -0.153 -0.01
H 4.0003 1.8147 -1.3801 -0.032 0.035 -0.048 -0.02
O 0.2383 -1.6941 -2.6213 -0.540 -1.944 0.480 -0.36
H 0.6275 -2.3792 -2.0067 -0.239 0.177 -0.225 -0.07
H 0.4432 -2.0299 -3.5177 -0.031 0.048 0.007 -0.04
O 0.7710 0.5280 -0.5905 -0.782 -0.245 1.023 -0.30
H 0.0267 0.0460 -0.1627 0.468 0.286 -0.084 0.02
H 1.5373 0.2764 -0.0185 -0.339 0.083 0.265 -0.08
```
Forces are in eV/Å.

For the max |F|, the calculation gives 2.07 eV/A. For the HOMO-LUMO gap, the calculation gives 5.6757 eV. Its charge is -1. Its relative energy (zero: lowest compared OMol25 entry of this formula, charge and spin) is 10.3 kcal per mole.